# 1
Molecular formula: C27H24F10N4PtS2
Method: DFT, the ωB97M-V functional and the def2-TZVPD basis

Atoms and positions in Å:
Pt1 0.395 0.442 -0.145
C1 1.175 3.473 0.317
N1 1.234 2.511 -0.791
C2 0.289 2.899 -1.862
C3 -1.155 2.723 -1.432
N2 -1.379 1.331 -1.084
C4 -2.497 1.022 -0.330
C5 -3.145 -0.201 -0.577
F1 -2.749 -0.958 -1.600
C6 -4.178 -0.677 0.205
F2 -4.742 -1.857 -0.072
C7 -4.645 0.069 1.273
F3 -5.646 -0.384 2.034
C8 -4.059 1.292 1.536
F4 -4.486 2.024 2.572
C9 -3.013 1.747 0.755
F5 -2.459 2.918 1.124
C10 2.602 2.445 -1.327
C11 3.594 1.776 -0.386
N3 3.355 0.351 -0.342
C12 3.307 -0.357 0.780
C13 3.077 -1.763 0.618
F6 2.989 -2.255 -0.613
C14 2.885 -2.620 1.669
F7 2.630 -3.907 1.461
C15 2.933 -2.132 2.969
F8 2.726 -2.945 3.993
C16 3.202 -0.786 3.195
F9 3.250 -0.336 4.445
C17 3.402 0.071 2.143
F10 3.662 1.342 2.448
H1 1.512 4.462 -0.018
H2 1.799 3.142 1.145
H3 0.158 3.548 0.692
H4 0.486 2.246 -2.713
H5 0.476 3.937 -2.171
H6 -1.787 2.996 -2.288
H7 -1.390 3.444 -0.646
H8 2.954 3.461 -1.556
H9 2.573 1.889 -2.263
H10 3.596 2.278 0.577
H11 4.594 1.914 -0.814
C18 -0.813 -0.476 4.302
C19 -0.505 -0.458 2.828
S1 0.007 1.011 2.173
C20 -0.668 -1.630 2.079
C21 -1.149 -2.882 2.764
S2 -0.383 -1.740 0.418
H12 -0.606 0.493 4.751
H13 -0.222 -1.234 4.822
H14 -1.866 -0.715 4.472
H15 -0.469 -3.180 3.566
H16 -1.227 -3.702 2.054
H17 -2.131 -2.722 3.215
N4 1.090 -0.461 -2.453
C22 0.094 -1.192 -3.149
C23 -0.751 -0.541 -4.040
C24 -1.753 -1.246 -4.685
C25 -1.931 -2.601 -4.437
C26 -1.091 -3.245 -3.541
C27 -0.078 -2.548 -2.901
H18 1.822 -1.051 -2.077
H19 1.519 0.247 -3.033
H20 -0.635 0.523 -4.209
H21 -2.408 -0.731 -5.375
H22 -2.721 -3.147 -4.934
H23 -1.223 -4.299 -3.335
H24 0.574 -3.053 -2.198

Output
HOMO (spin up / spin down) ... -6.4 / -7.6 eV
E_tot ... -3176.5003 Eh
Relative energy (zero: lowest compared OMol25 entry of this formula, charge and spin) ... 0.00 kcal/mol
⟨S²⟩ ... 6.068
Orbital gap (spin up / spin down) ... 6.57 / 5.50 eV
2S+1 ... 5
Net charge ... 0

Löwdin charges, unit e, in atom order:
1. Pt 0.738
2. C -0.096
3. N -0.306
4. C -0.195
5. C -0.239
6. N -0.097
7. C -0.225
8. C -0.191
9. F 0.095
10. C -0.147
11. F 0.117
12. C -0.146
13. F 0.115
14. C -0.150
15. F 0.114
16. C -0.169
17. F 0.060
18. C -0.192
19. C -0.192
20. N 0.114
21. C -0.196
22. C -0.176
23. F 0.110
24. C -0.161
25. F 0.138
26. C -0.123
27. F 0.150
28. C -0.151
29. F 0.139
30. C -0.148
31. F 0.106
32. H 0.103
33. H 0.064
34. H 0.064
35. H 0.095
36. H 0.131
37. H 0.127
38. H 0.094
39. H 0.130
40. H 0.104
41. H 0.095
42. H 0.136
43. C -0.117
44. C -0.753
45. S 0.727
46. C -0.747
47. C -0.115
48. S 0.732
49. H 0.064
50. H 0.081
51. H 0.087
52. H 0.080
53. H 0.065
54. H 0.086
55. N 0.048
56. C -0.330
57. C -0.048
58. C -0.089
59. C -0.099
60. C -0.082
61. C -0.070
62. H 0.057
63. H 0.076
64. H 0.105
65. H 0.103
66. H 0.099
67. H 0.105
68. H 0.096

=====

# 2
Molecular formula: C27H24F12N2O3Re
Method: DFT, the ωB97M-V functional and the def2-TZVPD basis

Atoms and positions in Å:
Re1 0.505 -0.829 0.460
C1 -0.455 5.562 -2.112
C2 -0.660 4.132 -1.661
C3 -1.678 3.822 -0.746
C4 -1.855 2.514 -0.333
C5 -0.988 1.493 -0.784
N1 -1.168 0.153 -0.372
C6 -2.498 -0.394 -0.335
C7 -3.521 0.335 -0.981
C8 -4.842 0.030 -0.743
C9 -5.162 -1.073 0.046
C10 -6.612 -1.423 0.346
C11 -4.152 -1.919 0.473
C12 -2.817 -1.630 0.246
C13 -1.857 -2.748 0.498
O1 -0.434 -2.362 0.278
C14 -2.059 -3.792 -0.600
F1 -3.342 -4.306 -0.599
F2 -1.178 -4.852 -0.545
F3 -1.882 -3.205 -1.842
C15 -1.880 -3.326 1.917
F4 -0.637 -3.349 2.491
F5 -2.726 -2.641 2.746
F6 -2.337 -4.655 1.910
C16 0.050 1.812 -1.679
C17 0.176 3.116 -2.156
C18 1.006 0.723 -1.998
O2 1.492 0.203 -0.703
C19 0.405 -0.434 -2.798
F7 0.920 -0.562 -4.080
F8 0.658 -1.680 -2.169
F9 -0.955 -0.355 -2.945
C20 2.313 1.150 -2.637
F10 2.994 2.046 -1.851
F11 3.179 0.069 -2.834
F12 2.162 1.765 -3.894
H1 -0.526 6.258 -1.263
H2 -1.142 5.881 -2.918
H3 0.581 5.654 -2.512
H4 -2.333 4.642 -0.426
H5 -2.697 2.230 0.314
H6 -3.225 1.168 -1.613
H7 -5.659 0.627 -1.166
H8 -7.224 -0.507 0.378
H9 -6.667 -1.885 1.343
H10 -7.036 -2.121 -0.399
H11 -4.418 -2.856 0.985
H12 0.942 3.388 -2.897
C21 5.800 -2.038 1.099
C22 4.981 -0.794 1.500
C23 5.263 -0.435 2.963
C24 5.219 0.341 0.524
C25 3.497 -1.105 1.373
N2 2.344 -1.073 1.149
H13 6.904 -1.844 1.138
H14 5.568 -2.328 0.053
H15 5.596 -2.910 1.760
H16 6.322 -0.139 3.144
H17 5.003 -1.271 3.648
H18 4.652 0.442 3.258
H19 6.261 0.706 0.490
H20 4.590 1.222 0.759
H21 4.942 0.044 -0.515
C26 0.650 1.206 3.131
C27 0.141 0.136 2.140
O3 -0.904 -0.559 2.480
H22 -0.175 1.802 3.568
H23 1.290 1.924 2.563
H24 1.296 0.807 3.940

Output
HOMO (spin up / spin down) ... -18.5 / -18.5 eV
E_tot ... -2654.0427 Eh
Orbital gap (spin up / spin down) ... 5.28 / 5.28 eV
Net charge ... +3

Löwdin charges, unit e, in atom order:
1. Re 1.804
2. C 0.008
3. C -0.165
4. C 0.041
5. C 0.029
6. C -0.202
7. N 0.075
8. C -0.104
9. C 0.061
10. C 0.060
11. C -0.133
12. C 0.035
13. C 0.088
14. C -0.052
15. C -0.176
16. O -0.219
17. C -0.430
18. F 0.161
19. F 0.181
20. F 0.151
21. C -0.430
22. F 0.150
23. F 0.155
24. F 0.152
25. C -0.056
26. C 0.107
27. C -0.212
28. O -0.231
29. C -0.383
30. F 0.179
31. F 0.086
32. F 0.157
33. C -0.417
34. F 0.158
35. F 0.147
36. F 0.141
37. H 0.110
38. H 0.125
39. H 0.108
40. H 0.154
41. H 0.146
42. H 0.142
43. H 0.160
44. H 0.112
45. H 0.113
46. H 0.136
47. H 0.168
48. H 0.151
49. C -0.024
50. C -0.569
51. C -0.027
52. C -0.030
53. C 0.090
54. N 0.065
55. H 0.128
56. H 0.103
57. H 0.110
58. H 0.126
59. H 0.110
60. H 0.094
61. H 0.128
62. H 0.099
63. H 0.099
64. C 0.004
65. C -0.381
66. O 0.013
67. H 0.113
68. H 0.092
69. H 0.116

=====

# 3
Molecular formula: C27H25BGeN6Zr
Method: DFT, the ωB97M-V functional and the def2-TZVPD basis

Atoms and positions in Å:
Zr1 -0.442 -1.343 -0.612
C1 -2.082 2.337 1.116
C2 -1.548 1.686 0.031
N1 -1.293 0.388 0.343
N2 -1.662 0.220 1.653
C3 -2.128 1.371 2.123
B1 -1.404 -1.117 2.409
N3 0.119 -1.395 2.348
C4 0.977 -1.479 3.360
C5 2.270 -1.612 2.857
C6 2.119 -1.609 1.492
N4 0.809 -1.482 1.163
N5 -2.178 -2.251 1.677
C7 -3.110 -3.071 2.158
C8 -3.572 -3.898 1.136
C9 -2.868 -3.507 0.021
N6 -2.011 -2.508 0.340
H1 -2.392 3.365 1.184
H2 -1.332 2.066 -0.955
H3 -2.466 1.449 3.145
H4 -1.764 -1.037 3.536
H5 0.629 -1.429 4.380
H6 3.183 -1.694 3.421
H7 2.870 -1.677 0.724
H8 -3.394 -3.026 3.198
H9 -4.320 -4.668 1.215
H10 -2.915 -3.886 -0.988
C10 -3.306 -2.782 -3.698
C11 -2.059 -3.375 -3.857
C12 -0.907 -2.665 -3.540
C13 -0.997 -1.339 -3.072
C14 -2.275 -0.753 -2.920
C15 -3.417 -1.476 -3.225
Ge1 0.579 -0.175 -2.903
C16 0.780 1.285 -4.061
C17 1.779 2.253 -3.873
C18 1.882 3.293 -4.776
C19 1.000 3.371 -5.851
C20 0.004 2.417 -6.030
C21 -0.121 1.371 -5.134
C22 1.924 -1.270 -2.009
C23 1.766 -2.615 -1.619
C24 2.858 -3.395 -1.241
C25 4.129 -2.843 -1.260
C26 4.304 -1.503 -1.585
C27 3.222 -0.718 -1.930
H11 -4.200 -3.335 -3.957
H12 -1.982 -4.382 -4.248
H13 0.059 -3.123 -3.709
H14 -2.368 0.281 -2.600
H15 -4.392 -1.017 -3.127
H16 2.461 2.208 -3.034
H17 2.648 4.045 -4.648
H18 1.090 4.186 -6.556
H19 -0.671 2.488 -6.872
H20 -0.891 0.625 -5.282
H21 0.800 -3.155 -1.646
H22 2.709 -4.427 -0.957
H23 4.988 -3.453 -1.010
H24 5.297 -1.071 -1.578
H25 3.392 0.315 -2.204

Output
HOMO (spin up / spin down) ... -16.7 / -17.5 eV
E_tot ... -3520.3534 Eh
Relative energy (zero: lowest compared OMol25 entry of this formula, charge and spin) ... 0.00 kcal/mol
⟨S²⟩ ... 0.755
Orbital gap (spin up / spin down) ... 6.05 / 6.31 eV
2S+1 ... 2
Net charge ... +3

Löwdin charges, unit e, in atom order:
1. Zr 1.761
2. C 0.018
3. C -0.090
4. N -0.144
5. N -0.014
6. C 0.016
7. B -0.459
8. N -0.018
9. C 0.013
10. C 0.024
11. C -0.075
12. N -0.116
13. N -0.018
14. C 0.012
15. C 0.017
16. C -0.081
17. N -0.130
18. H 0.130
19. H 0.117
20. H 0.156
21. H 0.139
22. H 0.155
23. H 0.130
24. H 0.098
25. H 0.155
26. H 0.130
27. H 0.115
28. C -0.008
29. C -0.020
30. C -0.091
31. C -0.470
32. C -0.134
33. C -0.016
34. Ge 1.133
35. C -0.330
36. C -0.091
37. C -0.030
38. C -0.004
39. C -0.029
40. C -0.090
41. C -0.367
42. C -0.208
43. C -0.033
44. C -0.008
45. C -0.015
46. C -0.067
47. H 0.138
48. H 0.136
49. H 0.117
50. H 0.108
51. H 0.135
52. H 0.099
53. H 0.129
54. H 0.133
55. H 0.129
56. H 0.106
57. H 0.084
58. H 0.137
59. H 0.140
60. H 0.138
61. H 0.104